(1)
80
Properties=species:S:1:pos:R:3 method="wB97M-V/def2-TZVPD" homo_lumo_gap_ev="4.6 / 4.1" de_lowest_ev=1.051 total_charge=-2 e_tot_ev=-320169.6127
Na -0.043 0.857 -0.733
C -0.775 1.499 3.940
C 0.104 0.314 3.629
N 0.371 -0.520 4.654
C 1.156 -1.570 4.370
C 1.679 -1.864 3.132
C 2.563 -3.060 2.975
O 3.944 -2.739 2.734
C 1.390 -1.015 2.021
C 1.890 -1.335 0.725
N 1.734 -0.599 -0.383
C 2.161 -1.080 -1.598
C 2.548 -2.417 -1.870
C 2.834 -2.844 -3.152
C 2.769 -1.974 -4.242
C 2.473 -0.643 -4.005
C 2.198 -0.192 -2.714
I 4.410 2.055 -1.567
C 0.585 0.116 2.344
O 0.266 1.018 1.350
H -1.310 1.298 4.868
H -1.494 1.686 3.138
H -0.186 2.413 4.068
H 1.378 -2.233 5.206
H 2.189 -3.713 2.179
H 2.552 -3.635 3.899
H 3.965 -2.061 2.049
H 2.454 -2.267 0.666
H 2.581 -3.144 -1.068
H 3.099 -3.884 -3.311
H 2.954 -2.327 -5.251
H 2.430 0.069 -4.818
C -1.681 -1.523 -3.160
C -1.913 -1.176 -1.702
C -2.589 -0.002 -1.315
C -3.052 1.027 -2.336
C -2.889 0.206 0.049
C -3.585 1.487 0.473
C -2.603 -0.787 0.992
C -3.115 -0.708 2.413
C -1.867 -1.920 0.617
C -1.570 -2.959 1.678
C -1.479 -2.089 -0.716
C -0.650 -3.290 -1.123
H -0.676 -1.252 -3.501
H -2.368 -1.003 -3.820
H -1.813 -2.596 -3.319
H -4.147 1.096 -2.343
H -2.708 0.819 -3.345
H -2.672 2.032 -2.129
H -4.674 1.361 0.521
H -3.389 2.298 -0.229
H -3.247 1.817 1.456
H -3.714 -1.596 2.644
H -3.749 0.160 2.580
H -2.302 -0.686 3.143
H -2.502 -3.406 2.048
H -1.062 -2.517 2.541
H -0.948 -3.770 1.307
H -1.274 -4.178 -1.292
H 0.086 -3.538 -0.356
H -0.094 -3.096 -2.036
Se -1.488 4.643 -3.272
Sb 0.015 3.637 -4.995
Se 2.019 1.682 -2.461
Se -0.395 1.217 -5.235
Se 0.044 4.941 -7.083
N 1.275 3.464 2.211
C 1.963 3.612 0.907
C 1.004 4.193 -0.112
N -0.185 3.345 -0.236
H 1.892 3.040 2.896
H 0.363 1.931 1.712
H 1.004 4.367 2.576
H 2.261 2.614 0.586
H 2.863 4.230 0.961
H 1.499 4.254 -1.081
H 0.753 5.226 0.166
H -0.712 3.658 -1.073
H -0.796 3.526 0.557


(2)
86
Properties=species:S:1:pos:R:3 method="wB97M-V/def2-TZVPD" homo_lumo_gap_ev=6.6 de_lowest_ev=0.000 total_charge=+2 e_tot_ev=-86349.9044
Pb 0.382 0.172 -0.165
C -3.474 -2.943 0.068
C -4.447 -2.597 -0.987
C -4.224 -1.553 -1.785
C -3.050 -0.701 -1.576
N -2.030 -1.147 -0.715
C -2.214 -2.215 -0.034
N -3.032 0.431 -2.171
C -2.081 1.400 -2.224
N -0.772 1.275 -2.201
C -0.235 2.580 -2.422
N 0.976 2.928 -2.521
C 2.100 2.098 -2.486
C 3.153 2.493 -3.309
C 4.303 1.737 -3.359
C 4.400 0.611 -2.550
C 3.337 0.306 -1.732
N 2.202 1.022 -1.692
C -1.355 3.538 -2.559
C -1.387 4.895 -2.797
C -2.643 5.485 -2.928
C -3.812 4.730 -2.840
C -3.764 3.358 -2.609
C -2.513 2.792 -2.458
H -3.341 -4.009 0.235
H -5.334 -3.209 -1.095
H -4.908 -1.261 -2.569
H -1.374 -2.565 0.563
H 3.029 3.391 -3.897
H 5.119 2.025 -4.008
H 5.286 -0.007 -2.544
H 3.374 -0.546 -1.066
H -0.476 5.471 -2.884
H -2.714 6.548 -3.116
H -4.768 5.219 -2.967
H -4.663 2.759 -2.561
C 1.517 -4.808 -1.653
N 2.254 -4.325 -0.493
C 3.278 -5.194 0.084
C 2.020 -3.062 -0.060
N 1.312 -2.186 -0.695
N 2.592 -2.785 1.180
C 2.872 -1.570 1.796
N 3.692 -1.718 2.869
N 2.393 -0.450 1.391
H 1.616 -5.888 -1.705
H 1.894 -4.382 -2.586
H 0.456 -4.573 -1.556
H 3.554 -5.941 -0.654
H 2.924 -5.721 0.975
H 4.182 -4.634 0.320
H 1.049 -2.517 -1.616
H 2.918 -3.592 1.681
H 4.178 -2.575 3.065
H 3.976 -0.907 3.388
H 2.798 0.330 1.899
C -1.823 4.248 4.235
N -1.215 4.127 2.922
C -0.621 3.028 2.455
N -0.528 1.984 3.292
S -0.002 3.009 0.869
H -2.293 5.224 4.310
H -1.080 4.172 5.032
H -2.593 3.485 4.378
H -1.221 4.915 2.296
H -0.287 1.081 2.916
H -0.931 2.013 4.213
C -3.015 0.010 6.324
C -2.720 -0.773 5.072
O -3.191 0.013 3.929
P -2.751 -0.353 2.456
O -1.313 -0.582 2.226
Te -4.208 -2.317 2.079
O -3.294 0.855 1.615
C -4.704 1.229 1.546
C -4.773 2.712 1.290
H -2.568 -0.496 7.181
H -4.087 0.094 6.496
H -2.593 1.013 6.261
H -3.247 -1.728 5.070
H -1.655 -0.964 4.944
H -5.189 0.959 2.483
H -5.154 0.652 0.738
H -4.517 3.276 2.186
H -5.786 2.983 0.990
H -4.087 2.991 0.491


(3)
78
Properties=species:S:1:pos:R:3 method="wB97M-V/def2-TZVPD" homo_lumo_gap_ev="5.7 / 6.4" s_squared=6.02 de_lowest_ev=4.167 total_charge=-1 e_tot_ev=-101246.3209 spin_multiplicity=5
Ru 1.207 0.421 -0.040
C -2.803 -1.203 0.953
N -0.226 -0.755 1.885
C -0.426 -0.068 3.146
C 0.059 1.381 3.013
N 1.367 1.451 2.381
C 2.356 0.654 3.112
C 1.855 2.769 2.123
C 1.330 3.907 2.713
C 1.882 5.159 2.484
C 3.004 5.278 1.685
C 3.523 4.161 1.063
C 2.937 2.907 1.226
S 3.544 1.555 0.321
C 0.038 -2.149 1.954
C -0.650 -2.936 2.871
C -0.379 -4.285 3.010
C 0.591 -4.870 2.208
C 1.277 -4.108 1.291
C 1.023 -2.738 1.134
S 1.993 -1.880 -0.011
H -2.510 -2.242 1.062
H -3.393 -1.070 0.056
H -3.341 -0.845 1.828
H 0.143 -0.586 3.923
H -1.484 -0.043 3.451
H 0.061 1.822 4.026
H -0.640 1.930 2.372
H 2.308 0.873 4.189
H 3.356 0.876 2.744
H 2.182 -0.410 2.949
H 0.479 3.834 3.373
H 1.448 6.033 2.950
H 3.467 6.245 1.540
H 4.379 4.240 0.411
H -1.408 -2.479 3.493
H -0.928 -4.874 3.728
H 0.803 -5.926 2.289
H 2.038 -4.546 0.664
C -4.356 -2.001 -3.347
C -3.017 -1.276 -3.394
O -2.379 -1.242 -2.143
P -0.981 -2.128 -1.856
S -1.301 -0.193 0.659
S 0.155 -1.855 -3.514
O -1.517 -3.631 -2.338
C -2.310 -4.410 -1.488
C -1.477 -5.164 -0.465
H -4.835 -1.919 -4.321
H -5.016 -1.569 -2.597
H -4.200 -3.051 -3.115
H -3.180 -0.236 -3.702
H -2.362 -1.768 -4.125
H -2.834 -5.115 -2.147
H -3.065 -3.797 -0.973
H -0.719 -5.757 -0.970
H -2.109 -5.820 0.132
H -0.974 -4.455 0.185
C -0.054 1.171 -4.090
P 0.717 0.546 -2.521
C 2.458 0.380 -3.067
C 0.714 2.253 -1.719
C 1.706 3.235 -1.779
C 1.490 4.482 -1.221
C 0.292 4.777 -0.588
C -0.702 3.814 -0.512
C -0.492 2.566 -1.071
H 0.317 2.171 -4.321
H -1.139 1.200 -3.995
H 0.206 0.470 -4.880
H 2.713 1.137 -3.809
H 2.559 -0.615 -3.502
H 3.112 0.454 -2.191
H 2.645 3.014 -2.264
H 2.265 5.233 -1.271
H 0.138 5.754 -0.151
H -1.638 4.035 -0.017
H -1.287 1.825 -1.080


(4)
83
Properties=species:S:1:pos:R:3 method="wB97M-V/def2-TZVPD" homo_lumo_gap_ev="5.5 / 7.2" s_squared=2.01 de_lowest_ev=2.987 e_tot_ev=-110932.5402 spin_multiplicity=3
Ti -0.013 0.673 -0.480
C 2.748 -0.453 2.494
C 1.316 -0.803 2.206
C 0.981 -1.722 1.218
C -0.351 -2.024 0.942
C -1.359 -1.465 1.716
C -1.030 -0.576 2.729
C 0.291 -0.235 2.959
H 3.417 -0.899 1.760
H 3.037 -0.806 3.484
H 2.874 0.629 2.472
H 1.764 -2.265 0.704
H -0.589 -2.765 0.185
H -2.390 -1.738 1.544
H -1.810 -0.152 3.345
H 0.541 0.458 3.750
C -0.808 -3.685 -5.821
Si -0.984 -1.847 -5.302
C -0.361 -0.774 -6.754
C -2.823 -1.497 -4.974
C 0.186 -1.617 -3.831
C 1.436 -2.233 -3.840
C 2.330 -2.025 -2.794
C 1.930 -1.283 -1.709
N 0.706 -0.716 -1.637
C -0.102 -0.815 -2.728
S -1.425 0.265 -2.582
H -1.484 -3.929 -6.633
H -1.026 -4.359 -4.998
H 0.197 -3.905 -6.166
H -1.000 -0.890 -7.624
H 0.648 -1.053 -7.044
H -0.348 0.277 -6.482
H -3.437 -1.876 -5.786
H -3.001 -0.432 -4.881
H -3.163 -1.955 -4.052
H 1.730 -2.832 -4.687
H 3.330 -2.432 -2.820
H 2.612 -1.077 -0.893
C 0.804 4.939 -1.523
C 0.654 3.491 -1.110
O -0.660 3.012 -1.337
P 1.043 3.144 0.660
O 0.538 4.462 1.407
O 2.605 3.278 0.923
O 0.432 1.923 1.242
P 1.789 2.238 -1.897
O 3.182 3.042 -2.096
O 1.258 1.746 -3.180
O 2.028 1.304 -0.725
H 0.054 5.544 -1.014
H 0.660 5.022 -2.602
H 1.796 5.298 -1.260
H -0.704 2.671 -2.263
H 0.614 4.374 2.358
H 3.081 2.558 0.490
H 3.314 3.207 -3.028
C -5.447 3.123 -0.917
N -4.636 2.690 0.212
N -3.960 1.476 0.002
C -2.607 1.626 0.338
O -1.732 0.723 0.162
C -2.486 2.951 0.831
C -3.688 3.584 0.708
C -4.049 4.995 1.000
C -4.719 0.316 -0.076
C -6.044 0.321 0.378
C -6.820 -0.814 0.267
C -6.296 -1.972 -0.285
C -4.975 -1.984 -0.713
C -4.185 -0.855 -0.618
H -6.079 2.300 -1.239
H -4.824 3.440 -1.759
H -6.072 3.952 -0.593
H -1.590 3.372 1.234
H -3.252 5.465 1.568
H -4.973 5.057 1.573
H -4.191 5.561 0.078
H -6.452 1.209 0.839
H -7.841 -0.796 0.621
H -6.910 -2.855 -0.382
H -4.558 -2.885 -1.138
H -3.163 -0.856 -0.970


(5)
93
Properties=species:S:1:pos:R:3 method="wB97M-V/def2-TZVPD" homo_lumo_gap_ev=1.4 total_charge=+2 e_tot_ev=-151132.9818
C -0.069 3.066 -4.069
C -0.626 1.686 -3.582
C 0.462 0.689 -3.092
O 0.756 0.870 -1.730
C -0.143 0.299 -0.781
C -0.495 1.447 0.126
P -0.727 3.201 -0.368
N -2.033 3.383 -1.207
N -0.600 1.043 1.329
C -0.393 -0.431 1.464
N 0.248 -0.879 2.670
C 0.709 -0.079 3.471
S 1.155 0.905 4.569
C -1.831 -0.994 1.539
C -2.459 -1.028 2.783
C -3.756 -1.499 2.860
C -4.374 -1.923 1.691
N -3.803 -1.909 0.490
C -2.562 -1.434 0.442
C 0.471 -0.762 0.201
C 0.341 -2.198 -0.414
C 1.624 -3.020 -0.222
C 1.791 -3.609 1.026
C 2.917 -4.351 1.324
C 3.914 -4.537 0.386
C 3.779 -3.957 -0.869
C 4.865 -4.161 -1.889
C 2.641 -3.212 -1.182
P 2.266 -0.295 0.450
O 2.882 -1.195 1.389
O 2.314 1.245 0.895
O 3.052 -0.342 -0.913
H -0.504 3.821 -3.422
H -0.352 3.287 -5.110
H 1.020 3.019 -4.028
H -1.381 1.791 -2.803
H -1.168 1.154 -4.400
H 1.385 0.887 -3.638
H 0.171 -0.338 -3.332
H -1.010 -0.018 -1.364
H 0.439 3.506 -1.081
H -0.621 3.933 0.827
H -2.651 4.042 -0.745
H -0.844 1.683 2.082
H -1.958 -0.677 3.672
H -4.268 -1.516 3.808
H -5.384 -2.304 1.748
H -2.101 -1.423 -0.534
H -0.492 -2.769 -0.011
H 0.164 -2.069 -1.486
H 1.042 -3.501 1.797
H 3.002 -4.769 2.316
H 4.787 -5.125 0.614
H 4.447 -4.709 -2.736
H 5.264 -3.218 -2.250
H 5.641 -4.797 -1.482
H 2.577 -2.758 -2.169
H 2.631 1.768 0.143
H 3.805 -0.968 -0.753
O 3.541 5.279 -5.493
P 2.598 4.302 -6.186
O 2.500 2.970 -5.474
O 3.118 4.168 -7.611
O 1.215 4.957 -6.265
Cl 0.776 -6.207 -0.522
C 0.615 -7.982 -0.841
C 1.952 -8.656 -0.712
Cl 3.049 -8.166 -2.024
H 0.189 -8.112 -1.832
H -0.092 -8.366 -0.108
H 1.816 -9.734 -0.779
H 2.432 -8.425 0.236
Al 0.598 -4.349 -2.299
C -0.416 9.093 0.290
O -0.573 7.827 0.952
C -0.916 7.929 2.238
O -1.095 8.943 2.847
O -1.026 6.689 2.734
C -1.391 6.648 4.121
H -0.140 8.872 -0.736
H -1.350 9.649 0.303
H 0.374 9.674 0.760
H -2.362 7.112 4.277
H -0.637 7.140 4.731
H -1.445 5.598 4.396
C -7.674 -1.667 5.523
C -6.280 -2.008 5.775
N -5.187 -2.285 5.972
H -8.253 -1.793 6.435
H -7.749 -0.632 5.195
H -8.081 -2.318 4.752
F 5.081 -1.787 1.016
Ca -1.148 1.690 -6.119